Record 1
DFT (wB97M-V/def2-TZVPD) results for a 2-piece molecular cluster, C31H64N3O9 overall at a distorted geometry.

Calculated values
Total energy, eV: -56071.26359
Charge: +1
Energy relative to the best compared isomer or geometry (same formula, charge and spin), eV: 0.8365

```
107
Properties=species:S:1:pos:R:3:lowdin_charge:R:1
C -0.50 -4.84 -1.27 -0.10
C -0.64 -5.20 -2.76 -0.23
C -0.27 -4.03 -3.72 -0.16
C -1.53 -3.41 -4.32 -0.20
N -1.48 -1.95 -4.43 0.03
C -1.34 -1.25 -3.21 -0.32
O -1.55 0.11 -3.49 -0.01
C -1.35 1.01 -2.38 -0.43
N -2.44 1.98 -2.39 0.14
C 0.03 1.71 -2.66 -0.03
C -0.08 3.19 -2.82 -0.40
C -0.46 3.63 -4.20 0.05
O 0.93 3.74 -3.52 -0.08
C -1.20 0.30 -1.01 -0.15
C -1.27 1.34 0.11 -0.12
C -0.18 1.11 1.17 -0.18
C -0.48 0.00 2.17 -0.21
C 0.43 0.10 3.41 -0.19
C 0.74 -1.26 4.03 -0.15
C 1.05 -1.12 5.54 -0.15
O -0.04 -1.61 6.33 -0.03
C -0.78 -0.63 6.95 -0.48
C -2.22 -0.55 6.49 0.04
O -0.30 0.13 7.79 0.11
N -2.03 -0.95 -0.84 0.05
C -3.20 -0.88 0.10 -0.12
C -3.89 -2.22 0.25 -0.15
C -4.97 -2.27 1.35 -0.15
C -4.99 -1.13 2.36 -0.15
C -3.89 -1.33 3.40 -0.25
O -4.25 -2.37 4.29 -0.17
C -3.31 -3.41 4.36 -0.11
C -2.43 -1.61 -2.16 -0.25
O -3.65 -1.19 -2.63 0.08
H -0.16 -5.72 -0.73 0.07
H 0.25 -4.08 -1.10 0.07
H -1.44 -4.57 -0.80 0.05
H 0.02 -6.03 -2.96 0.10
H -1.65 -5.55 -2.95 0.10
H 0.35 -4.46 -4.49 0.11
H 0.31 -3.33 -3.13 0.09
H -2.43 -3.74 -3.79 0.11
H -1.65 -3.79 -5.32 0.13
H -2.22 -1.58 -5.00 0.13
H -0.34 -1.44 -2.82 0.16
H -2.85 1.95 -3.32 0.12
H -3.18 1.69 -1.76 0.08
H 0.43 1.38 -3.61 0.14
H 0.71 1.57 -1.82 0.12
H -0.50 3.77 -2.02 0.14
H -0.11 3.06 -5.05 0.12
H -0.57 4.69 -4.36 0.11
H -0.17 -0.04 -1.02 0.14
H -2.25 1.45 0.58 0.12
H -1.05 2.31 -0.31 0.11
H 0.79 0.98 0.69 0.12
H -0.12 2.04 1.74 0.13
H -0.32 -0.96 1.67 0.11
H -1.51 0.07 2.51 0.09
H -0.07 0.73 4.13 0.12
H 1.34 0.62 3.10 0.12
H -0.11 -1.93 3.95 0.10
H 1.60 -1.73 3.55 0.12
H 1.22 -0.08 5.80 0.12
H 1.94 -1.71 5.76 0.12
H -2.86 -0.30 7.33 0.10
H -2.26 0.22 5.73 0.08
H -2.52 -1.51 6.09 0.06
H -1.41 -1.65 -0.42 0.18
H -2.80 -0.62 1.06 0.08
H -3.89 -0.11 -0.24 0.14
H -4.35 -2.55 -0.68 0.11
H -3.12 -2.96 0.46 0.11
H -4.82 -3.18 1.92 0.10
H -5.95 -2.39 0.90 0.12
H -4.89 -0.14 1.91 0.11
H -5.91 -1.19 2.92 0.13
H -3.69 -0.41 3.94 0.11
H -2.96 -1.64 2.91 0.10
H -3.24 -3.98 3.42 0.09
H -3.59 -4.12 5.13 0.10
H -2.30 -3.06 4.60 0.07
H -2.44 -2.67 -1.96 0.14
H -3.79 -0.25 -2.50 0.10
C 8.20 5.13 -0.01 -0.11
O 7.39 4.22 -0.70 -0.20
C 7.17 3.03 0.04 -0.21
C 6.04 2.23 -0.56 -0.18
O 4.75 2.68 -0.17 -0.14
C 4.29 3.87 -0.79 -0.18
C 3.82 3.67 -2.22 -0.22
O 4.92 3.66 -3.11 -0.19
C 4.58 3.12 -4.36 -0.11
H 9.18 4.70 0.22 0.09
H 8.35 6.00 -0.65 0.09
H 7.72 5.46 0.92 0.09
H 6.93 3.28 1.08 0.13
H 8.10 2.43 0.02 0.13
H 6.12 1.21 -0.17 0.12
H 6.13 2.18 -1.65 0.12
H 5.03 4.66 -0.73 0.13
H 3.42 4.18 -0.20 0.12
H 3.15 4.49 -2.50 0.12
H 3.27 2.72 -2.29 0.12
H 4.29 2.06 -4.27 0.09
H 5.46 3.18 -5.00 0.09
H 3.76 3.68 -4.83 0.09
```

***

Record 2
DFT (wB97M-V/def2-TZVPD) results for a 3-piece molecular cluster, C31H65N8O6P2 overall at a distorted geometry.

Calculated values
Total energy, eV: -75970.63714
Charge: +1

```
112
Properties=species:S:1:pos:R:3:lowdin_charge:R:1
C 1.61 0.76 6.64 -0.09
C 2.91 0.11 7.20 -0.23
C 3.99 0.07 6.09 -0.20
C 4.27 -1.34 5.52 -0.13
C 3.00 -2.10 5.08 -0.15
C 3.24 -3.61 5.37 -0.14
C 2.89 -4.39 6.60 -0.06
C 1.73 -5.39 6.21 -0.12
C 0.42 -4.66 5.89 -0.26
O -0.51 -4.93 6.93 -0.05
N 3.78 -4.16 4.33 0.18
C 3.95 -3.17 3.24 -0.20
C 3.98 -3.93 1.86 -0.14
O 4.10 -2.98 0.82 -0.11
N 5.46 -2.56 0.69 0.01
O 5.57 -1.43 0.93 0.11
C 2.74 -2.27 3.55 -0.14
C 2.43 -1.04 2.67 -0.09
O 1.16 -1.26 2.04 -0.05
C 0.12 -0.97 2.91 -0.29
C -0.62 -1.92 3.58 -0.03
C -1.68 -1.56 4.41 -0.08
C -2.01 -0.23 4.60 -0.07
C -1.28 0.73 3.91 -0.06
C -0.23 0.36 3.09 -0.02
H 1.73 1.85 6.65 0.08
H 1.49 0.47 5.58 0.05
H 0.75 0.42 7.23 0.08
H 3.25 0.77 8.01 0.11
H 2.74 -0.89 7.62 0.10
H 3.79 0.79 5.28 0.11
H 4.94 0.41 6.54 0.11
H 5.00 -1.22 4.71 0.12
H 4.82 -1.90 6.30 0.13
H 2.14 -1.86 5.73 0.14
H 3.72 -5.00 6.99 0.14
H 2.46 -3.72 7.35 0.13
H 1.61 -6.19 6.95 0.13
H 2.06 -5.85 5.27 0.10
H 0.56 -3.57 5.73 0.10
H -0.01 -5.03 4.94 0.12
H -1.37 -4.56 6.69 0.09
H 4.01 -5.14 4.26 0.19
H 4.96 -2.73 3.27 0.14
H 4.90 -4.55 1.87 0.13
H 3.06 -4.52 1.79 0.14
H 1.90 -2.99 3.52 0.14
H 2.34 -0.14 3.30 0.12
H 3.15 -0.92 1.86 0.12
H -0.42 -2.99 3.45 0.11
H -2.28 -2.29 4.94 0.10
H -2.81 0.09 5.26 0.11
H -1.49 1.80 4.02 0.12
H 0.35 1.10 2.54 0.13
O -2.57 2.05 -0.01 -0.31
P -2.06 3.09 -0.99 0.75
N -0.39 2.98 -0.57 -0.31
C 0.60 4.04 -0.67 -0.14
C 0.25 1.72 -0.96 -0.15
N -2.82 4.40 -0.10 -0.36
C -2.09 5.13 0.92 -0.14
C -4.16 4.10 0.39 -0.15
N -1.72 4.24 -2.29 -0.27
C -2.55 5.44 -2.49 -0.12
C -1.70 3.52 -3.59 -0.14
H 0.91 4.23 -1.71 0.08
H 1.49 3.76 -0.11 0.08
H 0.26 4.98 -0.25 0.05
H 0.54 1.73 -2.02 0.07
H -0.42 0.87 -0.80 0.07
H 1.15 1.53 -0.36 0.07
H -1.59 4.47 1.64 0.08
H -2.76 5.80 1.47 0.08
H -1.35 5.81 0.47 0.06
H -4.14 3.53 1.32 0.08
H -4.72 3.53 -0.35 0.07
H -4.71 5.03 0.56 0.08
H -3.61 5.21 -2.55 0.09
H -2.25 5.94 -3.41 0.08
H -2.39 6.17 -1.70 0.07
H -2.70 3.18 -3.87 0.08
H -1.05 2.64 -3.53 0.06
H -1.30 4.15 -4.38 0.08
O -1.01 1.07 -5.99 -0.31
P -1.54 0.47 -7.27 0.73
N -3.18 0.97 -7.10 -0.30
C -4.34 0.32 -7.70 -0.13
C -3.37 2.42 -7.15 -0.14
N -1.35 -1.19 -6.76 -0.35
C -2.45 -1.91 -6.15 -0.14
C -0.13 -1.45 -6.01 -0.16
N -1.79 -0.07 -8.94 -0.28
C -1.23 -1.34 -9.42 -0.12
C -1.32 0.99 -9.87 -0.13
H -4.43 0.52 -8.77 0.08
H -5.25 0.69 -7.22 0.09
H -4.34 -0.75 -7.55 0.05
H -3.39 2.79 -8.19 0.07
H -2.58 2.94 -6.62 0.06
H -4.31 2.70 -6.68 0.08
H -2.93 -1.35 -5.34 0.09
H -2.11 -2.87 -5.75 0.08
H -3.20 -2.19 -6.89 0.06
H -0.22 -1.16 -4.95 0.08
H 0.71 -0.90 -6.43 0.07
H 0.13 -2.51 -6.06 0.08
H -0.16 -1.42 -9.23 0.09
H -1.38 -1.42 -10.50 0.08
H -1.74 -2.19 -8.99 0.07
H -0.24 1.09 -9.85 0.08
H -1.75 1.96 -9.60 0.07
H -1.64 0.78 -10.89 0.08
```

***

Record 3
DFT (wB97M-V/def2-TZVPD) results for a 3-piece molecular cluster, C31H66ClN9O5P3S overall at a distorted geometry.

Calculated values
Total energy, eV: -108070.68945
Charge: +1

```
116
Properties=species:S:1:pos:R:3:lowdin_charge:R:1
C -1.23 2.99 -6.26 -0.14
C -1.49 1.99 -5.03 -0.25
C -0.19 1.93 -4.05 -0.20
C 0.77 0.77 -4.63 -0.22
C 1.77 0.14 -3.50 -0.20
C 2.02 -1.38 -3.94 -0.24
C 3.06 -2.18 -3.01 -0.21
C 3.74 -3.46 -3.71 -0.20
C 2.70 -4.34 -4.60 -0.14
C 2.99 -5.91 -4.55 -0.01
C 1.87 -6.83 -3.97 0.04
C 0.44 -6.32 -3.46 -0.37
O -0.41 -6.09 -4.37 0.11
O 0.09 -6.14 -2.09 0.07
C 2.10 -8.38 -3.88 0.10
C 3.46 -8.90 -4.37 -0.20
N 3.70 -10.37 -4.29 0.02
C 2.74 -11.00 -4.94 -0.62
S 1.75 -11.58 -6.12 0.79
N 4.50 -8.03 -4.91 -0.12
P 6.04 -8.88 -5.41 0.93
N 5.62 -10.07 -6.66 -0.16
O 6.65 -9.67 -4.00 -0.29
C 4.32 -6.58 -5.05 -0.06
C 5.50 -5.71 -5.70 -0.17
C 5.39 -5.53 -7.29 -0.68
C 4.11 -4.71 -7.80 -0.14
Cl 5.46 -7.09 -8.26 0.57
H -0.10 3.10 -6.44 0.07
H -1.66 2.55 -7.24 0.07
H -1.69 4.02 -6.08 0.07
H -2.36 2.40 -4.40 0.09
H -1.78 0.97 -5.45 0.10
H 0.39 2.91 -4.10 0.12
H -0.48 1.62 -2.98 0.11
H 1.41 1.09 -5.52 0.11
H 0.14 -0.13 -5.00 0.10
H 2.74 0.74 -3.41 0.12
H 1.23 0.12 -2.48 0.12
H 2.38 -1.47 -5.03 0.12
H 1.01 -1.93 -3.84 0.11
H 3.93 -1.45 -2.78 0.12
H 2.65 -2.50 -1.99 0.11
H 4.38 -4.10 -3.00 0.12
H 4.50 -3.03 -4.48 0.10
H 1.65 -4.07 -4.19 0.11
H 2.72 -3.90 -5.67 0.10
H 0.59 -5.32 -1.81 0.14
H 1.30 -9.09 -3.46 0.14
H 5.68 -11.03 -6.26 0.04
H 4.65 -9.92 -6.99 0.03
H 6.28 -10.58 -4.05 0.04
H 5.56 -4.64 -5.26 0.12
H 6.55 -6.16 -5.50 0.10
H 6.32 -4.91 -7.61 0.12
H 3.18 -5.26 -7.39 0.08
H 4.01 -4.64 -8.93 0.09
H 4.09 -3.66 -7.32 0.09
O -1.83 2.51 -0.28 -0.34
P -2.47 3.57 0.65 0.78
N -1.93 4.87 -0.32 -0.34
C -0.99 5.92 0.00 -0.13
C -2.52 5.01 -1.65 -0.13
N -1.30 3.20 1.90 -0.34
C -0.12 4.00 2.18 -0.14
C -0.86 1.80 1.94 -0.16
N -3.20 4.76 1.73 -0.29
C -4.17 5.71 1.20 -0.12
C -2.95 4.95 3.14 -0.12
H -1.17 6.35 0.98 0.07
H -1.06 6.77 -0.69 0.08
H 0.04 5.55 -0.07 0.07
H -3.55 5.37 -1.58 0.06
H -2.53 4.06 -2.18 0.06
H -1.97 5.71 -2.29 0.08
H 0.61 3.96 1.36 0.08
H 0.39 3.64 3.08 0.09
H -0.35 5.04 2.40 0.05
H -0.11 1.59 1.18 0.07
H -1.70 1.12 1.80 0.07
H -0.42 1.56 2.92 0.08
H -3.67 6.58 0.76 0.08
H -4.85 6.09 1.97 0.08
H -4.80 5.24 0.44 0.08
H -2.21 5.75 3.30 0.09
H -2.62 4.05 3.65 0.08
H -3.86 5.26 3.68 0.07
O -1.78 4.52 7.08 -0.33
P -2.73 3.46 7.68 0.77
N -3.79 4.65 8.31 -0.34
C -4.11 4.93 9.69 -0.13
C -4.53 5.47 7.37 -0.13
N -1.53 2.99 8.86 -0.34
C -1.53 3.42 10.25 -0.15
C -0.13 3.10 8.40 -0.16
N -3.83 2.23 8.32 -0.30
C -5.23 2.24 7.92 -0.12
C -3.52 1.16 9.25 -0.13
H -4.32 4.03 10.27 0.06
H -5.02 5.53 9.79 0.08
H -3.31 5.51 10.17 0.08
H -5.32 4.89 6.88 0.06
H -3.87 5.86 6.58 0.06
H -5.00 6.34 7.83 0.08
H -1.34 4.50 10.35 0.08
H -0.75 2.90 10.81 0.08
H -2.45 3.17 10.77 0.05
H 0.22 4.14 8.45 0.08
H -0.02 2.75 7.37 0.07
H 0.54 2.50 9.02 0.08
H -5.81 2.93 8.54 0.08
H -5.70 1.26 8.01 0.08
H -5.33 2.53 6.87 0.08
H -3.78 1.47 10.27 0.09
H -2.48 0.85 9.22 0.08
H -4.10 0.26 9.03 0.08
```

***

Record 4
DFT (wB97M-V/def2-TZVPD) results for C31H67AlFN2O6Si as an isolated structure.

Calculated values
Total energy, eV: -65695.95367
Charge: -1

```
109
Properties=species:S:1:pos:R:3:lowdin_charge:R:1
C 5.67 4.41 0.93 -0.09
C 7.16 4.48 0.53 -0.26
C 7.70 3.16 -0.02 -0.22
C 8.01 2.13 1.07 -0.19
C 6.88 1.09 1.28 -0.21
C 7.39 -0.36 1.28 -0.20
C 6.27 -1.40 1.08 -0.20
C 6.32 -2.08 -0.29 -0.21
C 5.46 -1.42 -1.37 -0.19
C 4.00 -1.85 -1.25 -0.12
C 2.98 -0.95 -1.99 -0.56
O 2.66 -1.67 -3.23 -0.02
O 3.51 0.25 -2.40 -0.14
Al 2.18 1.50 -2.54 0.23
C 1.83 2.26 -4.35 -0.22
C 1.06 3.60 -4.29 -0.29
C -0.17 3.55 -5.16 -0.24
F -0.82 4.79 -5.22 -0.09
O 0.97 0.31 -1.92 -0.19
C 1.64 -0.73 -1.21 -0.45
C 0.84 -2.03 -1.36 -0.14
C -0.40 -2.22 -0.48 -0.20
C -1.49 -1.17 -0.70 -0.20
C -2.66 -1.36 0.27 -0.20
C -3.55 -0.12 0.40 -0.18
C -3.18 0.65 1.65 -0.25
O -3.89 1.87 1.73 -0.20
C -3.19 2.89 2.38 -0.11
Si 1.89 -0.04 0.56 0.62
C 3.55 0.86 0.72 -0.18
C 0.57 1.23 1.02 -0.16
C 1.91 -1.38 1.91 -0.18
H 5.12 5.29 0.60 0.06
H 5.18 3.55 0.48 0.05
H 5.55 4.35 2.01 0.07
H 7.73 4.77 1.42 0.09
H 7.30 5.28 -0.20 0.09
H 8.59 3.37 -0.62 0.10
H 6.95 2.77 -0.71 0.11
H 8.18 2.66 2.00 0.10
H 8.93 1.58 0.82 0.10
H 6.41 1.30 2.24 0.11
H 6.14 1.18 0.49 0.07
H 7.96 -0.56 2.19 0.11
H 8.10 -0.44 0.45 0.10
H 5.29 -0.95 1.25 0.08
H 6.39 -2.17 1.85 0.10
H 7.36 -2.20 -0.62 0.10
H 5.92 -3.10 -0.17 0.10
H 5.56 -0.33 -1.38 0.10
H 5.84 -1.80 -2.32 0.11
H 3.74 -1.99 -0.20 0.09
H 3.93 -2.83 -1.72 0.12
H 3.23 -1.25 -3.87 0.09
H 2.55 2.66 -1.49 -0.01
H 1.23 1.55 -4.93 0.05
H 2.75 2.40 -4.93 0.05
H 0.74 3.83 -3.27 0.08
H 1.68 4.45 -4.61 0.10
H 0.08 3.27 -6.18 0.11
H -0.88 2.82 -4.76 0.12
H 0.49 -2.05 -2.39 0.12
H 1.49 -2.90 -1.24 0.12
H -0.84 -3.18 -0.75 0.11
H -0.17 -2.28 0.59 0.08
H -1.88 -1.31 -1.71 0.12
H -1.10 -0.15 -0.66 0.09
H -2.22 -1.57 1.25 0.10
H -3.22 -2.25 0.00 0.11
H -4.59 -0.45 0.53 0.10
H -3.48 0.53 -0.47 0.12
H -3.34 0.02 2.54 0.13
H -2.10 0.86 1.61 0.09
H -2.16 2.97 2.01 0.08
H -3.69 3.83 2.17 0.08
H -3.16 2.75 3.47 0.09
H 3.94 0.64 1.72 0.03
H 3.42 1.93 0.66 0.01
H 4.28 0.51 0.00 0.00
H 0.00 0.90 1.88 0.02
H -0.06 1.48 0.18 0.02
H 1.08 2.15 1.32 0.03
H 0.88 -1.59 2.22 0.01
H 2.38 -2.32 1.60 0.03
H 2.42 -0.98 2.79 0.02
C -8.96 -0.50 0.69 -0.35
O -9.52 -1.44 0.16 -0.01
N -7.99 0.24 0.13 -0.19
C -7.35 1.35 0.81 -0.04
C -7.57 -0.09 -1.22 -0.04
H -9.21 -0.17 1.72 0.14
H -7.51 2.27 0.25 0.09
H -6.28 1.17 0.90 0.07
H -7.77 1.46 1.81 0.09
H -8.41 -0.02 -1.91 0.09
H -7.20 -1.12 -1.26 0.09
H -6.78 0.59 -1.53 0.09
C -9.40 -4.79 3.74 -0.37
O -10.01 -3.87 4.25 0.01
N -9.36 -5.07 2.43 -0.20
C -8.61 -6.19 1.90 -0.07
C -10.10 -4.21 1.51 -0.03
H -8.80 -5.50 4.35 0.13
H -7.85 -5.84 1.20 0.09
H -9.28 -6.88 1.38 0.09
H -8.12 -6.72 2.71 0.08
H -9.75 -3.18 1.58 0.06
H -11.16 -4.22 1.76 0.09
H -9.97 -4.56 0.49 0.09
```

***

In order of appearance, LUMO level = -0.0954 -0.1352 -0.1767 0.0749 Eh.